1.
C23H29F7N5O10P2 | wB97M-V/def2-TZVPD

Calculated values
- HOMO (eV) = -11.3
- M (g mol⁻¹) = 730.444

```
! RIJCOSX wB97M-V def2-TZVPD def2/J DEFGRID3
* xyz 1 1
N 0.5270 -3.4917 2.1393
P -0.4428 -2.4572 1.4155
O -0.5453 -2.9726 -0.1690
O -1.8670 -2.5035 2.2522
C 0.4776 -0.7596 1.5749
C 0.5339 -0.5237 3.1578
C -0.7993 -0.0399 3.8350
O -0.4768 1.1808 4.5766
C -1.2292 -1.0853 4.9594
N -2.7259 -1.0765 5.0031
N 1.8459 -1.0914 1.2282
C 2.5828 -0.3797 0.1950
C 4.0143 -0.1475 0.8492
F 4.6435 -1.3350 1.1144
F 4.8658 0.5941 0.0967
F 3.9066 0.4837 2.0606
C 2.6710 -1.4396 -1.0137
F 2.7909 -2.6935 -0.4545
F 1.5124 -1.4764 -1.7700
C 3.8818 -1.2803 -1.9824
F 3.8045 -0.1912 -2.8262
F 3.8848 -2.4098 -2.8032
C 1.9510 0.9983 -0.3102
O 2.5486 2.1617 0.2099
C 1.8549 2.7982 1.2527
O 1.8691 2.5153 2.4034
C 1.0249 4.0635 0.8394
C -0.4198 4.0975 0.7731
C -1.0195 5.3560 0.3266
C -0.2201 6.5236 -0.0023
C 1.2401 6.4971 0.1035
C 1.8319 5.2393 0.5142
N 0.4655 0.9955 -0.3593
C -0.2582 0.3636 0.7978
P -1.9962 -0.1067 0.1174
N -3.2331 0.3773 1.2247
O -2.3096 0.8233 -1.2750
H 0.8423 -4.1976 1.4699
H -0.5052 -3.9477 -0.1550
H -1.8872 -3.3644 2.7217
H 0.8485 -1.4704 3.6811
H 1.3397 0.2181 3.4225
H -1.6410 0.2302 3.1581
H -1.1857 1.8129 4.3708
H -0.9253 -2.1310 4.6706
H -0.7783 -0.8107 5.9493
H -3.0660 -0.9542 5.9545
H -3.0599 -1.9420 4.5887
H 2.3944 -1.4060 2.0227
H 4.8905 -1.2892 -1.4904
H 2.2551 1.0075 -1.3999
H -1.0380 3.2068 1.0109
H -2.1198 5.4873 0.2067
H -0.6681 7.4857 -0.3395
H 1.8461 7.4021 -0.1183
H 2.9443 5.2164 0.5924
H 0.0432 1.9331 -0.5085
H 0.2040 0.4676 -1.2197
H -0.4658 1.2090 1.5197
H -3.8942 1.0319 0.7910
H -3.7689 -0.4384 1.5269
H -2.9338 1.5432 -1.0633
C -1.0796 -3.3875 -5.7690
C -0.7632 -3.0179 -4.5244
C -1.5935 -2.0327 -3.7672
O -1.2764 -1.7394 -2.6255
C -2.7560 -1.4561 -4.4346
C -3.0728 -1.8221 -5.6821
C -2.2578 -2.8284 -6.4312
O -2.5919 -3.1453 -7.5552
O -4.1343 -1.3048 -6.3177
O 0.3171 -3.5161 -3.8931
H -0.4882 -4.1009 -6.3265
H -3.3376 -0.7317 -3.8813
H -4.1465 -1.7301 -7.1978
H 0.3242 -3.0952 -3.0121
*
```

Population analysis type Mulliken, resulting atomic charges in e: -1.0061, 0.1958, -0.1141, -0.4526, 0.8752, -1.8743, 0.4969, -0.6335, -0.9533, -0.5395, 0.1430, 0.6698, 0.2962, -0.2510, -0.2585, -0.1983, 0.5537, -0.3302, -0.1012, 0.1838, -0.2753, -0.2919, -0.9391, -0.3699, 0.1952, -0.3711, 0.8176, 0.0424, -0.9204, -0.3993, -0.6156, -0.5147, 0.5120, -1.4187, 0.3252, -0.4937, -0.5610, 0.2306, 0.2617, 0.3792, 0.9708, 0.4329, 0.3140, 0.3884, 0.3105, 0.4563, 0.2262, 0.1960, 0.4826, 0.3582, 0.5375, 0.4229, 0.3488, 0.3578, 0.3881, 0.3534, 0.5823, 0.5990, 0.2638, 0.2632, 0.2777, 0.2673, -0.7491, 0.2950, 0.5252, -0.1221, -1.0667, 0.3818, 0.9342, -0.5863, -0.5722, -0.6301, 0.4714, 0.4545, 0.3519, 0.2200

=====

2.
C14H25Cl2IN2P | wB97M-V/def2-TZVPD

Calculated values
- HOMO (eV) = -12.8
- M (g mol⁻¹) = 450.152

```
! RIJCOSX wB97M-V def2-TZVPD def2/J DEFGRID3
* xyz 1 1
C 0.8522 1.2187 1.4920
C 0.5811 0.5935 0.1301
C -0.3524 -0.6226 0.1820
I -0.8940 -1.2975 -1.7676
P -1.7881 -0.4996 1.2720
C -2.6714 1.0445 1.4093
Cl -2.5035 1.7729 2.9637
C -3.4367 1.5756 0.4472
C -3.6729 0.9628 -0.8960
Cl -4.2380 3.0531 0.7124
H -0.0045 1.7780 1.8686
H 1.2039 0.4883 2.2236
H 1.6622 1.9388 1.3669
H 0.2185 1.3280 -0.5913
H 1.5298 0.2248 -0.2675
H 0.1788 -1.4814 0.5927
H -2.6916 -1.5047 0.9402
H -1.3467 -0.7518 2.5641
H -3.5107 -0.1160 -0.8786
H -4.7052 1.1368 -1.1989
H -3.0217 1.4189 -1.6433
C -0.8858 -5.6984 -1.2537
C -0.2620 -6.1608 0.0581
C -1.0567 -5.7131 1.2921
C -1.0561 -4.2622 1.4650
N -1.0316 -3.1232 1.6080
H -0.8917 -4.6092 -1.3179
H -0.3208 -6.0810 -2.1021
H -1.9139 -6.0520 -1.3480
H 0.7624 -5.7932 0.1352
H -0.2095 -7.2493 0.0793
H -0.6381 -6.1540 2.1982
H -2.0933 -6.0479 1.2227
C 2.1438 5.3829 -0.5739
C 3.5707 5.2604 -1.0939
C 3.8194 3.9395 -1.8311
C 3.7100 2.7864 -0.9388
N 3.6516 1.8886 -0.2254
H 1.9262 4.6124 0.1689
H 1.9876 6.3514 -0.1009
H 1.4210 5.2876 -1.3869
H 4.2771 5.3527 -0.2680
H 3.7837 6.0758 -1.7858
H 4.8146 3.9283 -2.2775
H 3.1022 3.8174 -2.6450
*
```

Population analysis type natural (NBO), resulting atomic charges in e: -0.6376, -0.4409, -0.6638, 0.1853, 1.1043, -0.4944, 0.0839, 0.0556, -0.6700, 0.1089, 0.2047, 0.2167, 0.2641, 0.2184, 0.2561, 0.2906, 0.0668, 0.0785, 0.2254, 0.2612, 0.2571, -0.6152, -0.3790, -0.5259, 0.4221, -0.4869, 0.2031, 0.2310, 0.2097, 0.2133, 0.2250, 0.2688, 0.2587, -0.6116, -0.3801, -0.5156, 0.3216, -0.3797, 0.2036, 0.2265, 0.2021, 0.2149, 0.2176, 0.2606, 0.2446

=====

3.
C20H30O15 | wB97M-V/def2-TZVPD

Calculated values
- energy above the lowest of the compared OMol25 structures with the same formula, charge and spin (kcal per mole) = 39.4
- SMILES = C[C@H]1COC(=O)O1.C[C@H]1COC(=O)O1.C[C@H]1COC(=O)O1.C[C@H]1COC(=O)O1.C[C@H]1COC(=O)O1
- HOMO (eV) = -10.8
- M (g mol⁻¹) = 510.445

```
! RIJCOSX wB97M-V def2-TZVPD def2/J DEFGRID3
* xyz 0 1
C -7.1352 -3.4575 18.8812
C -7.4840 -4.8765 18.4772
C -8.3550 -5.1580 17.2665
O -7.6801 -6.1792 16.5129
C -6.4277 -6.2810 16.9915
O -5.5800 -7.0051 16.5823
O -6.2192 -5.4024 18.0254
H -6.2699 -3.5425 19.5417
H -7.8800 -2.8651 19.4149
H -6.7757 -2.8119 18.0772
H -7.8855 -5.4595 19.3117
H -8.5275 -4.2628 16.6645
H -9.3453 -5.5106 17.5529
C -6.3195 0.1244 9.7740
C -5.5909 0.3700 8.4478
C -5.6842 1.8245 7.9521
O -4.6576 2.4964 8.7022
C -3.7945 1.5666 9.1160
O -2.6916 1.8287 9.5115
O -4.1980 0.3354 8.8573
H -5.9897 -0.8089 10.2228
H -7.4129 0.0944 9.7514
H -6.1265 0.9445 10.4688
H -5.8480 -0.3098 7.6414
H -6.6870 2.1683 8.1922
H -5.3971 1.8896 6.9056
C -7.9570 -5.1523 12.7908
C -6.6368 -4.3688 12.8564
C -6.6871 -3.1382 11.9446
O -6.1118 -2.0994 12.7158
C -6.1853 -2.4498 14.0425
O -5.9686 -1.7391 14.9700
O -6.8391 -3.6223 14.0910
H -8.1146 -5.9205 12.0314
H -8.8287 -4.5024 12.7155
H -8.1763 -5.7185 13.7033
H -5.7392 -4.9757 12.9209
H -7.6613 -2.8705 11.5318
H -6.0315 -3.1664 11.0705
C -1.6975 -6.6330 8.8160
C -2.9032 -6.5650 9.7624
C -2.9347 -5.4231 10.7746
O -4.2182 -4.8118 10.5578
C -4.8490 -5.4156 9.5548
O -5.9770 -5.1552 9.2222
O -4.1383 -6.4238 9.0264
H -1.6951 -7.6514 8.4268
H -0.7299 -6.4570 9.2795
H -1.8658 -5.9599 7.9751
H -3.0095 -7.5578 10.2082
H -2.1319 -4.7203 10.5564
H -2.9516 -5.7955 11.7975
C -10.8288 -7.8546 13.9020
C -9.6898 -8.2072 12.9256
C -8.3715 -8.5650 13.6317
O -8.3164 -9.9717 13.6765
C -9.1676 -10.4387 12.7278
O -9.0919 -11.5063 12.2162
O -10.0676 -9.5005 12.3843
H -10.4351 -7.2118 14.6975
H -11.1781 -8.7311 14.4410
H -11.5989 -7.2825 13.3909
H -9.5369 -7.4964 12.1222
H -8.2261 -8.0891 14.6026
H -7.5099 -8.1819 13.0706
*
```

Population analysis type natural (NBO), resulting atomic charges in e: -0.6395, 0.0651, -0.0985, -0.4966, 0.9758, -0.5769, -0.4942, 0.2342, 0.2208, 0.2378, 0.1823, 0.1976, 0.1936, -0.6420, 0.0633, -0.0986, -0.4839, 0.9577, -0.5851, -0.4843, 0.2323, 0.2147, 0.2220, 0.2077, 0.2022, 0.1931, -0.6409, 0.0752, -0.1060, -0.5021, 0.9740, -0.5676, -0.5189, 0.2195, 0.2198, 0.2241, 0.2079, 0.1910, 0.2201, -0.6361, 0.0632, -0.0989, -0.4946, 0.9707, -0.6044, -0.4775, 0.2260, 0.2267, 0.2285, 0.1911, 0.2025, 0.2065, -0.6319, 0.0669, -0.1090, -0.4855, 0.9672, -0.5670, -0.4948, 0.2074, 0.2326, 0.2226, 0.1987, 0.2134, 0.1787

=====

4.
C47H51AsN2OPPd | wB97M-V/def2-TZVPD

Calculated values
- <S²> = 6.042
- HOMO (spin up / spin down) (eV) = -14.0 / -15.4
- M (g mol⁻¹) = 872.254

```
! RIJCOSX wB97M-V def2-TZVPD def2/J DEFGRID3
* xyz 3 5
Pd 0.9305 -0.0462 1.7175
C 1.5796 1.0723 3.6947
C 0.1889 0.8003 3.8281
C 0.0107 -0.6309 3.7894
C 1.2906 -1.2297 3.6787
C 2.2657 -0.1702 3.5971
C 3.7415 -0.3748 3.5658
C 1.5874 -2.6858 3.8378
C -1.2711 -1.3624 4.0001
C -0.9180 1.7700 4.0593
C 2.2508 2.4081 3.7705
H 4.2714 0.5379 3.2968
H 4.0235 -1.1620 2.8665
H 4.0972 -0.6807 4.5538
H 1.4525 -3.2473 2.9127
H 0.9222 -3.1232 4.5835
H 2.6120 -2.8382 4.1746
H -1.4262 -1.5475 5.0672
H -1.2596 -2.3305 3.4982
H -2.1275 -0.7949 3.6363
H -1.7119 1.6633 3.3183
H -0.5708 2.8014 4.0436
H -1.3751 1.5847 5.0348
H 2.9072 2.5810 2.9155
H 2.8733 2.4700 4.6652
H 1.5245 3.2179 3.8180
C 1.5375 7.0894 -0.2777
N 1.7839 5.6773 0.0123
N 0.8655 4.8585 0.4821
C 1.4256 3.5181 0.5205
O 0.8025 2.6033 0.9990
C 2.7597 3.6700 -0.0158
C 2.9546 4.9748 -0.3055
C 4.1256 5.6931 -0.8676
C -0.3470 5.2670 1.1112
C -1.5322 4.6557 0.7215
C -2.7067 5.0307 1.3524
C -2.6852 5.9932 2.3545
C -1.4882 6.5856 2.7431
C -0.3050 6.2217 2.1254
H 0.4729 7.2841 -0.2075
H 1.8941 7.2971 -1.2838
H 2.0750 7.7134 0.4351
H 3.4603 2.8638 -0.1505
H 4.9615 5.0066 -0.9723
H 4.4332 6.5139 -0.2177
H 3.8975 6.1052 -1.8526
H -1.5318 3.9170 -0.0696
H -3.6443 4.5822 1.0526
H -3.6079 6.2860 2.8380
H -1.4782 7.3261 3.5315
H 0.6378 6.6557 2.4384
C -0.1673 -1.4630 -1.7307
C 1.1559 -1.8866 -2.3640
As 0.8809 -2.5929 -4.1590
C -0.1427 -1.4468 -5.2725
C 0.4405 -0.2699 -5.7445
C -0.2947 0.5678 -6.5649
C -1.5975 0.2290 -6.9150
C -2.1735 -0.9460 -6.4462
C -1.4476 -1.7963 -5.6285
C 0.1266 -4.3139 -4.0506
C 0.0317 -4.9849 -2.8270
C -0.4951 -6.2633 -2.7996
C -0.9006 -6.8781 -3.9809
C -0.7832 -6.2173 -5.1999
C -0.2639 -4.9367 -5.2425
P -0.2540 -1.3937 0.1311
C -2.0311 -1.0816 0.2995
C -3.0122 -1.9007 -0.2662
C -4.3535 -1.5787 -0.1326
C -4.7320 -0.4289 0.5509
C -3.7649 0.4052 1.0918
C -2.4212 0.0801 0.9636
C 0.0725 -3.1353 0.5514
C 1.4031 -3.5621 0.4793
C 1.7425 -4.8820 0.7392
C 0.7580 -5.7877 1.1164
C -0.5565 -5.3623 1.2400
C -0.9026 -4.0456 0.9532
H -0.9537 -2.1754 -1.9947
H -0.4850 -0.4911 -2.1121
H 1.6256 -2.7164 -1.8397
H 1.8787 -1.0747 -2.4246
H 1.4662 -0.0220 -5.4978
H 0.1519 1.4744 -6.9503
H -2.1639 0.8804 -7.5677
H -3.1860 -1.2042 -6.7260
H -1.8927 -2.7144 -5.2684
H 0.3519 -4.5230 -1.9005
H -0.5832 -6.7856 -1.8563
H -1.3015 -7.8828 -3.9529
H -1.0861 -6.7062 -6.1158
H -0.1559 -4.4293 -6.1934
H -2.7408 -2.8007 -0.8058
H -5.1076 -2.2265 -0.5606
H -5.7813 -0.1857 0.6568
H -4.0564 1.3061 1.6177
H -1.6613 0.7316 1.3791
H 2.1925 -2.8507 0.2587
H 2.7769 -5.1960 0.6744
H 1.0215 -6.8141 1.3377
H -1.3236 -6.0548 1.5646
H -1.9336 -3.7389 1.0646
*
```

Mulliken atomic charge list, values in e, 99 entries: -0.4072, 1.1671, 1.2432, 0.4187, 0.5447, 0.6987, -1.9575, -1.5149, -1.6910, -1.4481, -2.1225, 0.4367, 0.3848, 0.3696, 0.1167, 0.3908, 0.4647, 0.3805, 0.3745, 0.3710, 0.0985, 0.3544, 0.3754, 0.3401, 0.4611, 0.2781, -0.9980, 0.0756, 0.6111, 0.0343, 0.1374, -0.9631, 0.4969, -1.5941, 0.2111, -0.3482, -0.7611, -0.5568, -0.8339, 0.2189, 0.4361, 0.3774, 0.3861, 0.5972, 0.3900, 0.3665, 0.3702, 0.4532, 0.4769, 0.4751, 0.4424, 0.5243, -0.9412, -0.7066, 0.5158, 0.4605, -0.4543, -0.6610, -0.4396, -0.7339, 0.0044, 0.1691, 0.3176, -0.5432, -0.5973, -0.6713, -0.4707, 1.2348, 0.6441, -0.2545, -0.9713, -0.7694, -0.5418, -0.0481, 2.0218, -1.5469, -0.8328, -0.8610, -0.9865, -0.6937, 0.4555, 0.6719, 0.2985, 0.4821, 0.3874, 0.4154, 0.4202, 0.4196, 0.4629, 0.1196, 0.4531, 0.4270, 0.4170, 0.5279, 0.4509, 0.4526, 0.4370, 0.5038, -0.1306

=====

5.
C3H5IN2 | wB97M-V/def2-TZVPD

Calculated values
- energy above the lowest of the compared OMol25 structures with the same formula, charge and spin (kcal per mole) = 25.0
- SMILES = [H]/N=C/C(I)=N/C
- HOMO (eV) = -9.3
- M (g mol⁻¹) = 195.991

```
! RIJCOSX wB97M-V def2-TZVPD def2/J DEFGRID3
* xyz 0 1
H -1.8000 -3.6166 0.0260
N -1.7609 -2.6211 -0.0670
C -0.7011 -1.9464 0.0242
C -0.6851 -0.5119 0.0039
I -2.6630 0.3747 0.0160
N 0.4403 0.2605 0.0014
C 0.3421 1.6380 -0.0305
H 0.4087 -2.1943 0.1507
H 0.8586 2.2769 0.8254
H -0.6574 1.9012 0.0258
H 0.9021 1.8280 -1.0318
*
```

Population analysis type natural (NBO), resulting atomic charges in e: 0.3687, -0.5732, 0.0307, 0.0939, 0.0575, -0.3628, -0.4511, 0.1901, 0.2215, 0.1944, 0.2302

=====

Please write out number 5 again, unchanged.
C3H5IN2 | wB97M-V/def2-TZVPD

Calculated values
- energy above the lowest of the compared OMol25 structures with the same formula, charge and spin (kcal per mole) = 25.0
- SMILES = [H]/N=C/C(I)=N/C
- HOMO (eV) = -9.3
- M (g mol⁻¹) = 195.991

```
! RIJCOSX wB97M-V def2-TZVPD def2/J DEFGRID3
* xyz 0 1
H -1.8000 -3.6166 0.0260
N -1.7609 -2.6211 -0.0670
C -0.7011 -1.9464 0.0242
C -0.6851 -0.5119 0.0039
I -2.6630 0.3747 0.0160
N 0.4403 0.2605 0.0014
C 0.3421 1.6380 -0.0305
H 0.4087 -2.1943 0.1507
H 0.8586 2.2769 0.8254
H -0.6574 1.9012 0.0258
H 0.9021 1.8280 -1.0318
*
```

Population analysis type natural (NBO), resulting atomic charges in e: 0.3687, -0.5732, 0.0307, 0.0939, 0.0575, -0.3628, -0.4511, 0.1901, 0.2215, 0.1944, 0.2302

=====

> Among the records above, which one has the lowest M?

C3H5IN2

=====

> Among the records above, which one has the highest M?

C47H51AsN2OPPd